{
  "formula": "C3H2F2",
  "method": "ωB97M-V/def2-TZVPD",
  "species": ["C", "C", "C", "F", "F", "H", "H"],
  "coordinates": [[-1.72, -0.34, -0.31], [-0.54, -0.20, 0.04], [0.92, 0.00, 0.24], [0.72, 1.39, -0.34], [1.87, -0.75, -0.47], [-2.79, -0.11, -0.47], [1.54, 0.01, 1.31]],
  "largest_force_ev_per_a": 3.66,
  "multiplicity": 1,
  "homo_energy_ha": -0.3944,
  "energy_ha": -315.10671,
  "relative_energy_ev": 1.6753
}